Record 1
{"formula": "C16H28ClF6N4O10PS2", "method": "ωB97M-V/def2-TZVPD", "species": ["C", "C", "C", "O", "N", "C", "N", "P", "O", "O", "O", "N", "C", "C", "C", "C", "Cl", "C", "F", "F", "C", "F", "F", "C", "C", "C", "O", "C", "C", "O", "C", "H", "H", "H", "H", "H", "H", "H", "H", "H", "H", "H", "H", "H", "H", "H", "H", "H", "H", "H", "H", "H", "H", "H", "H", "H", "H", "H", "H", "N", "S", "O", "O", "F", "S", "O", "O", "F"], "xyz": [[-0.922, -2.009, 3.014], [-1.678, -2.201, 1.667], [-0.840, -1.900, 0.435], [-1.180, -0.592, -0.154], [-0.018, 0.171, -0.237], [0.450, 0.214, -1.483], [0.141, -0.715, -2.366], [0.669, -0.770, -4.022], [2.038, -0.417, -4.239], [0.441, -2.307, -4.456], [-0.267, 0.147, -4.946], [1.291, 1.241, -1.853], [2.068, 1.761, -0.695], [3.018, 0.631, -0.228], [3.684, -0.174, -1.362], [4.737, -1.182, -0.841], [4.295, -1.915, 0.742], [2.824, 2.981, -1.250], [1.954, 3.964, -1.564], [3.432, 2.674, -2.394], [3.895, 3.587, -0.261], [3.587, 4.849, 0.008], [5.072, 3.628, -0.920], [1.097, 2.210, 0.452], [1.670, 1.928, 1.861], [0.809, 2.565, 2.964], [1.109, 3.564, 3.491], [-0.283, 1.534, 0.288], [-1.275, 2.328, -0.590], [-1.415, 3.661, -0.175], [-2.209, 3.798, 0.999], [-1.077, -2.896, 3.635], [0.165, -1.920, 2.887], [-1.292, -1.162, 3.599], [-2.619, -1.646, 1.697], [-1.960, -3.256, 1.630], [0.205, -1.849, 0.757], [-0.949, -2.696, -0.312], [-0.476, -1.463, -2.049], [-0.273, -2.666, -3.897], [-1.186, 0.027, -4.634], [0.791, 2.007, -2.304], [2.419, -0.079, 0.344], [3.796, 0.970, 0.462], [2.910, -0.792, -1.820], [4.182, 0.441, -2.112], [4.738, -2.009, -1.553], [5.751, -0.781, -0.849], [4.078, 2.999, 0.638], [0.894, 3.289, 0.428], [1.696, 0.854, 2.092], [2.668, 2.343, 2.010], [-0.153, 2.073, 3.241], [-0.771, 1.393, 1.253], [-2.264, 1.848, -0.512], [-1.035, 2.350, -1.659], [-1.585, 3.827, 1.903], [-3.000, 3.044, 1.091], [-2.708, 4.771, 0.947], [-5.850, -5.528, 1.603], [-4.957, -5.192, 0.348], [-3.792, -4.395, 0.599], [-5.634, -4.968, -0.888], [-4.324, -6.634, 0.114], [-6.604, -4.270, 2.181], [-7.136, -4.506, 3.481], [-7.430, -3.540, 1.274], [-5.413, -3.241, 2.491]], "homo_ev": -8.7, "mol_weight_g_mol": 681.0, "gap_ev": 6.458}

Record 2
{"formula": "C30H58BeCl4FN6O6", "method": "ωB97M-V/def2-TZVPD", "species": ["C", "C", "C", "C", "C", "C", "C", "N", "C", "N", "N", "C", "C", "C", "C", "C", "H", "H", "H", "H", "H", "H", "H", "H", "H", "H", "H", "H", "H", "H", "H", "H", "H", "H", "H", "H", "H", "H", "H", "H", "H", "H", "H", "H", "F", "C", "C", "O", "N", "C", "H", "H", "H", "H", "H", "H", "H", "H", "C", "C", "O", "H", "H", "H", "H", "H", "O", "H", "N", "C", "C", "C", "C", "C", "H", "H", "H", "H", "H", "C", "Cl", "Cl", "Cl", "Cl", "O", "C", "O", "C", "C", "C", "H", "H", "H", "H", "H", "H", "C", "C", "N", "H", "H", "H", "Be", "O", "H", "H"], "xyz": [[-2.010, -2.378, 2.236], [-2.044, -2.876, 0.770], [-1.764, -1.777, -0.264], [-0.287, -1.365, -0.484], [0.732, -2.071, 0.420], [-0.213, 0.157, -0.482], [-0.793, 1.023, 0.712], [0.012, 2.260, 0.604], [0.692, 2.175, -0.621], [0.986, 3.171, -1.428], [1.031, 0.813, -0.893], [2.221, 0.673, -0.008], [3.365, 0.031, -0.816], [4.543, -0.514, 0.040], [4.846, 0.338, 1.298], [4.408, -1.997, 0.393], [-1.282, -2.949, 2.819], [-1.855, -1.302, 2.325], [-2.982, -2.615, 2.675], [-3.075, -3.196, 0.585], [-1.444, -3.774, 0.632], [-2.156, -2.145, -1.215], [-2.398, -0.925, 0.019], [-0.063, -1.673, -1.539], [1.747, -1.829, 0.096], [0.661, -3.152, 0.339], [0.642, -1.756, 1.470], [-0.890, 0.412, -1.309], [-0.871, 0.581, 1.699], [-1.756, 1.330, 0.314], [0.591, 2.502, 1.395], [1.493, 4.002, -1.165], [0.738, 3.054, -2.402], [1.987, 0.094, 0.891], [2.586, 1.642, 0.355], [2.994, -0.786, -1.434], [3.760, 0.805, -1.485], [5.440, -0.426, -0.578], [5.017, 1.387, 1.019], [5.769, -0.027, 1.749], [4.013, 0.247, 1.999], [4.051, -2.569, -0.464], [5.411, -2.373, 0.598], [3.820, -2.191, 1.293], [0.053, -2.538, -2.835], [4.206, 3.963, 0.594], [3.785, 5.388, 0.611], [2.825, 5.837, 0.059], [4.637, 6.414, 1.301], [5.252, 6.047, 2.619], [3.436, 3.396, 0.084], [5.147, 3.856, 0.047], [4.320, 3.569, 1.605], [5.375, 6.666, 0.632], [4.027, 7.237, 1.354], [5.782, 6.918, 2.998], [5.948, 5.228, 2.469], [4.456, 5.767, 3.305], [-6.594, -0.598, 1.476], [-5.321, -1.496, 1.331], [-5.661, -2.746, 1.599], [-6.987, -0.640, 2.490], [-6.326, 0.439, 1.254], [-7.375, -0.905, 0.781], [-4.556, -1.030, 1.980], [-4.945, -1.283, 0.302], [-1.109, -0.531, -4.248], [-0.811, -1.318, -3.738], [-5.475, -3.146, -6.334], [-5.980, -2.193, -5.544], [-5.225, -1.169, -4.984], [-3.867, -1.137, -5.250], [-3.321, -2.115, -6.061], [-4.168, -3.092, -6.579], [-7.049, -2.258, -5.363], [-5.692, -0.424, -4.351], [-3.232, -0.367, -4.823], [-2.263, -2.123, -6.281], [-3.783, -3.877, -7.220], [-7.948, -1.015, -8.775], [-7.893, -2.664, -9.405], [-6.304, -0.458, -8.436], [-8.695, 0.052, -9.971], [-8.911, -0.983, -7.289], [-3.581, 0.628, 3.714], [-3.144, 0.258, 4.764], [-2.657, 1.118, 5.695], [-2.099, 0.384, 6.799], [-2.762, -0.982, 6.747], [-2.991, -1.169, 5.250], [-1.016, 0.324, 6.660], [-2.306, 0.918, 7.723], [-2.162, -1.766, 7.207], [-3.722, -0.949, 7.264], [-2.127, -1.611, 4.754], [-3.882, -1.753, 5.038], [8.096, -4.740, -0.972], [7.710, -3.327, -0.926], [7.401, -2.223, -0.891], [8.325, -5.024, -1.997], [8.973, -4.902, -0.351], [7.277, -5.356, -0.605], [-6.054, -3.150, -3.179], [7.466, 7.607, 4.331], [7.475, 7.724, 5.287], [8.352, 7.289, 4.127]], "homo_ev": -7.6, "mol_weight_g_mol": 768.7, "total_charge": 1, "gap_ev": 2.118}

Record 3
{"formula": "C5H6O2", "method": "ωB97M-V/def2-TZVPD", "species": ["O", "C", "C", "O", "C", "C", "C", "H", "H", "H", "H", "H", "H"], "xyz": [[0.614, 2.019, -0.106], [0.256, 0.885, 0.128], [1.258, -0.262, -0.101], [1.280, -0.596, -1.502], [0.199, -0.237, -2.133], [-1.384, -0.421, 1.484], [-1.091, 0.607, 0.689], [1.036, -1.181, 0.443], [2.262, 0.081, 0.145], [0.424, -0.548, -3.173], [-0.661, -1.192, 1.736], [-2.369, -0.530, 1.928], [-1.823, 1.376, 0.462]], "homo_ev": -8.9, "mol_weight_g_mol": 98.1, "de_lowest_kj_mol": 405.95, "gap_ev": 9.242}

Record 4
{"formula": "C3H4N2O3", "method": "ωB97M-V/def2-TZVPD", "species": ["C", "C", "C", "H", "H", "H", "H", "N", "N", "O", "O", "O"], "xyz": [[2.645, -0.752, 0.195], [0.522, 0.454, -0.065], [-1.443, -0.141, -0.223], [2.725, -0.773, 1.441], [2.078, -1.758, -0.388], [3.771, -0.611, -0.405], [-1.756, -1.974, -0.127], [-0.185, 1.605, 0.110], [-1.577, 1.093, 0.041], [1.886, 0.446, -0.078], [-2.334, -1.090, 0.284], [-0.156, -0.749, -0.334]], "homo_ev": -9.5, "mol_weight_g_mol": 116.1, "de_lowest_kj_mol": 508.79, "gap_ev": 9.571, "smiles": "COc1nnc(O)o1"}

It is found that the E values, taken in the order of the records, are -3794.9469; -3912.3999; -344.4473; -451.7860 Eh.